No. 1
C23H44InNOP3 | ωB97M-V with the def2-TZVPD basis set

Geometry as XYZ:
```
73
Properties=species:S:1:pos:R:3:forces:R:3
In 0.353504 0.597188 -0.193211 -1.27 -1.16 1.24
P 1.963653 -0.801732 1.841791 0.74 -0.45 0.79
P 2.007157 2.552225 -0.075309 0.96 1.59 -0.08
P -0.701746 -2.485753 0.107150 -0.02 -1.07 -0.80
H 1.113867 2.323345 -3.930308 0.20 0.14 -0.46
C 0.169307 2.344201 -4.472261 0.15 0.36 -0.28
C -0.784978 3.157581 -4.032083 -0.04 0.50 -0.56
H -0.524517 3.967975 -3.340455 -0.48 -0.70 0.30
C 3.165270 -2.033174 1.136318 -0.33 0.50 -0.30
C 3.086586 0.193748 2.897226 0.02 0.36 -0.20
C 1.181989 -1.766645 3.201112 -0.73 -0.14 0.00
C 1.709376 3.786388 -1.367685 -0.41 0.14 -0.09
C 2.021311 3.488367 1.496500 -0.42 -0.19 0.27
C 3.761620 2.143995 -0.310181 0.07 -0.74 -0.19
C -2.045485 -2.774570 -1.102464 -0.48 0.58 -0.16
C -1.356980 -3.437888 1.540577 -0.25 0.54 0.68
C 0.571286 -3.698852 -0.513245 0.08 0.62 -0.02
H 0.135428 1.839116 -5.444938 -0.28 -0.30 0.66
H -1.775356 3.189328 -4.501698 0.49 0.21 0.07
H 3.762983 -2.450662 1.954350 -0.14 0.14 -0.10
H 3.823683 -1.508154 0.437723 0.04 -0.14 0.07
H 2.671180 -2.845694 0.597080 0.13 0.28 0.19
H 3.682588 -0.486455 3.518895 -0.14 0.11 -0.15
H 2.509706 0.851238 3.558171 0.06 -0.17 -0.10
H 3.763509 0.810084 2.304207 0.04 -0.08 0.17
H 1.779358 -2.662748 3.427504 -0.04 0.32 -0.21
H 0.165961 -2.090631 2.948100 0.33 0.11 0.14
H 1.113527 -1.168386 4.123388 0.03 -0.05 -0.47
H 2.441961 4.605124 -1.276664 -0.22 -0.31 0.01
H 0.695547 4.198465 -1.250414 0.32 -0.06 -0.11
H 1.796448 3.327780 -2.361929 0.01 0.20 0.31
H 2.891171 4.170847 1.496547 -0.34 -0.35 -0.09
H 2.104378 2.787811 2.343909 0.01 0.38 -0.27
H 1.107236 4.093884 1.613540 0.31 -0.25 -0.04
H 4.385650 3.047178 -0.206787 -0.40 -0.22 -0.02
H 3.905666 1.723089 -1.314631 0.06 0.11 0.23
H 4.087736 1.401748 0.426593 0.03 0.19 -0.23
H -2.585053 -3.699405 -0.836767 0.33 0.32 -0.26
H -1.662447 -2.842473 -2.133696 -0.14 0.03 0.37
H -2.761009 -1.934673 -1.032993 0.17 -0.43 -0.14
H -2.246280 -4.025980 1.272578 0.36 0.20 -0.10
H -1.658557 -2.732393 2.326314 -0.06 -0.32 -0.04
H -0.592570 -4.115146 1.939198 -0.14 0.23 -0.09
H 0.102554 -4.548976 -1.032971 0.06 0.31 0.29
H 1.158004 -4.058855 0.341881 -0.20 -0.05 -0.35
H 1.239698 -3.171533 -1.209286 -0.09 -0.34 0.08
C -1.467443 0.176606 -2.722156 -0.16 1.27 1.66
C -0.298223 -0.424968 -3.359011 0.30 0.97 0.20
C -0.516972 -1.399762 -4.384600 0.30 -0.87 -0.11
C -1.760935 -1.459490 -4.990425 1.81 -0.43 -0.25
C -2.874103 -0.819703 -4.453254 -1.13 1.58 1.66
C -2.762573 -0.078029 -3.277387 0.06 0.03 -1.19
O -1.373063 0.894182 -1.631610 0.54 -1.37 -0.96
H 0.768786 0.274032 -2.281300 -0.69 -1.77 -0.01
H 0.658291 0.157193 -3.555346 -1.44 0.32 -0.78
H 0.329624 -1.947259 -4.792589 -0.14 0.28 -0.17
H -1.851259 -1.921150 -5.970610 0.17 -0.23 0.26
H -3.852678 -0.868578 -4.960069 0.57 -0.22 0.40
H -3.637431 0.364614 -2.795269 0.40 -0.09 -0.14
N -1.740824 1.759722 1.310972 1.61 0.43 -2.86
C -2.102208 1.047125 2.442676 0.05 -0.93 2.29
C -1.278803 1.024173 3.589973 -0.81 -0.47 -0.87
C -1.668937 0.265513 4.697795 0.52 -0.04 0.18
C -2.840557 -0.493149 4.691866 -0.74 0.36 -0.93
C -3.645209 -0.497179 3.523920 0.71 0.31 0.39
C -3.256882 0.268705 2.420763 -0.11 -0.27 -0.59
H -1.184494 2.613984 1.363664 -0.60 -0.19 0.80
H -2.485819 1.903030 0.622344 0.28 -0.15 0.39
H -0.329879 1.539170 3.517591 0.09 0.22 0.45
H -1.011731 0.241040 5.578514 -0.41 0.09 -0.37
H -3.181788 -1.030155 5.574955 0.27 0.06 -0.21
H -4.567291 -1.075729 3.466376 0.28 0.13 0.13
H -3.801539 0.226100 1.461573 -0.08 0.05 0.70
```
Positions in Å, forces in eV/Å.

The calculation puts the HOMO-LUMO gap (alpha / beta) at 4.244 / 4.243 eV. For the molecular weight, the calculation gives 558.4 g mol⁻¹. The LUMO energy (alpha / beta) is -11.847 / -11.849 eV. For the calculated total energy, the calculation gives -61112.078 eV. The energy above the lowest of the compared OMol25 structures with the same formula, charge and spin comes out at 5.685 eV. Its net charge is +3. For the highest occupied orbital energy (alpha / beta), the calculation gives -16.09 / -16.09 eV.

No. 2
C23H44IrNP3S | ωB97M-V with the def2-TZVPD basis set

Geometry as XYZ:
```
73
Properties=species:S:1:pos:R:3:forces:R:3
Ir -0.652994 -0.555979 -0.340556 0.36 -1.22 0.94
P -1.872515 -1.811259 -1.702058 -1.90 -1.94 -1.04
P 1.240089 -1.759896 -0.027493 2.16 -0.77 0.89
P -1.617601 1.451858 -0.396026 -0.90 2.65 0.15
H 3.361654 1.938754 0.566797 0.16 -0.02 0.45
C 2.877324 2.604931 1.279983 -0.35 -0.17 0.76
C 2.387545 2.245714 2.479431 -0.27 -0.11 -0.72
H 2.458242 1.238263 2.917495 0.11 0.41 -0.47
C -1.379234 -1.747989 -3.466519 0.28 0.12 0.19
C -1.793023 -3.571504 -1.175126 0.06 0.16 -0.08
C -3.677078 -1.464600 -1.683039 0.14 0.12 0.11
C 2.744327 -1.150240 0.812749 -0.30 0.28 -0.15
C 0.758594 -3.087502 1.147539 -0.26 -0.06 -0.13
C 1.937809 -2.551332 -1.519491 -0.31 0.16 -0.02
C -0.795072 2.958150 0.165042 0.10 0.17 0.19
C -3.011770 1.271678 0.768544 -0.03 -0.17 0.09
C -2.317029 1.992182 -1.996602 0.03 -0.18 -0.19
H 2.856822 3.652344 0.992369 -0.19 -0.06 -0.02
H 1.815556 2.959892 3.075103 0.53 0.00 0.01
H -2.189353 -2.148895 -4.098543 0.23 0.16 0.28
H -0.474477 -2.353701 -3.632174 -0.28 0.22 0.06
H -1.168784 -0.705743 -3.757800 -0.14 -0.37 -0.03
H -2.508596 -4.172690 -1.756502 0.24 0.15 0.13
H -2.056843 -3.617755 -0.106824 0.00 -0.09 -0.44
H -0.777540 -3.973483 -1.313629 -0.41 0.08 0.03
H -4.200930 -2.188908 -2.326563 0.22 0.19 0.17
H -3.888207 -0.450426 -2.048379 0.01 -0.31 0.10
H -4.055744 -1.566098 -0.655462 0.06 0.02 -0.32
H 3.474621 -1.976380 0.746998 -0.16 0.46 0.17
H 2.487455 -0.934634 1.860270 0.25 0.01 -0.35
H 3.119145 -0.242026 0.320618 0.07 -0.38 0.23
H 1.165844 -4.036197 0.778970 -0.03 0.07 0.29
H -0.330942 -3.161437 1.233677 0.38 -0.27 -0.02
H 1.165467 -2.822055 2.132898 -0.02 -0.21 -0.29
H 2.964645 -2.858274 -1.266679 -0.36 -0.01 -0.21
H 1.967117 -1.831507 -2.351087 0.06 -0.32 0.17
H 1.334234 -3.428123 -1.790679 0.27 0.25 -0.09
H -1.536961 3.772287 0.153340 0.22 -0.16 0.02
H 0.037122 3.218310 -0.500289 -0.17 -0.02 0.21
H -0.413292 2.821006 1.183317 0.00 0.11 -0.24
H -3.889994 1.762837 0.333976 0.06 -0.12 0.22
H -2.735014 1.770581 1.706362 -0.15 -0.10 -0.19
H -3.232951 0.214725 0.962366 -0.16 0.31 -0.07
H -1.621896 2.698563 -2.470148 -0.32 -0.12 0.18
H -3.269871 2.495349 -1.784158 0.21 -0.04 -0.17
H -2.490071 1.161698 -2.690355 -0.07 0.21 0.15
C 1.420681 2.890464 -3.366882 0.21 0.51 -0.31
C 1.013548 3.291645 -4.672019 -0.22 0.46 -0.68
C 1.340973 4.556774 -5.139579 -0.58 -1.05 -0.25
C 2.098417 5.437436 -4.350741 -0.19 0.27 -0.16
C 2.486693 5.056267 -3.055673 0.18 -0.88 0.93
C 2.214878 3.775541 -2.588013 0.34 0.98 0.35
S 0.878099 1.432352 -2.729926 0.53 -0.06 -0.19
H -1.213771 -1.400282 0.905501 0.07 0.85 -1.11
H 0.435212 2.573096 -5.252950 0.10 0.43 -0.14
H 0.987070 4.887520 -6.115762 0.16 -0.21 0.16
H 2.357595 6.420094 -4.757414 -0.04 -0.31 0.26
H 2.998285 5.768792 -2.408601 0.06 -0.26 -0.22
H 2.564347 3.436293 -1.614881 -0.03 0.28 -0.11
N -1.271445 -0.616328 3.387129 0.49 -0.74 0.43
C -0.600460 -1.520301 4.149452 -0.58 0.74 -0.62
C 0.656792 -1.191648 4.717569 1.03 -0.34 0.53
C 1.373642 -2.164976 5.409646 -0.11 1.45 -0.52
C 0.843806 -3.453681 5.566858 0.21 -0.31 0.24
C -0.411237 -3.773694 5.032233 -1.25 0.33 -0.70
C -1.142895 -2.816590 4.336400 0.10 -1.18 0.39
H -0.877065 0.288888 3.165744 -0.03 -0.07 0.29
H -2.186869 -0.828734 3.005674 0.14 0.02 0.31
H 1.029616 -0.170847 4.600544 0.01 -0.34 0.14
H 2.347004 -1.913028 5.834283 -0.32 -0.09 -0.07
H 1.408502 -4.209084 6.116562 -0.16 0.21 -0.14
H -0.824842 -4.775336 5.159624 0.13 0.30 0.01
H -2.122409 -3.041120 3.903557 0.30 -0.06 0.26
```
Positions in Å, forces in eV/Å.

The calculation puts the HOMO-LUMO gap (alpha / beta) at 6.022 / 5.063 eV. Its spin multiplicity is 6. For the molecular weight, the calculation gives 651.8 g mol⁻¹. The LUMO energy (alpha / beta) is -12.780 / -14.714 eV. For the calculated total energy, the calculation gives -67552.239 eV. The energy above the lowest of the compared OMol25 structures with the same formula, charge and spin comes out at 0.000 eV. Its net charge is +4. For the highest occupied orbital energy (alpha / beta), the calculation gives -18.80 / -19.78 eV.

No. 3
C23H44N2O11S | ωB97M-V with the def2-TZVPD basis set

Geometry as XYZ:
```
81
Properties=species:S:1:pos:R:3:forces:R:3
C 0.494293 -1.534346 2.357470 -0.57 0.32 0.47
N -0.664734 -2.433005 2.434884 0.06 -0.94 -0.39
C -1.470004 -2.455471 1.218753 -0.02 0.40 -0.27
C -0.426511 -3.677842 3.039655 0.12 0.47 0.37
O -0.482276 -3.825976 4.235813 0.31 -0.05 -0.09
C -0.056786 -4.964453 2.277951 -1.14 -0.08 0.20
O 0.027816 -4.876243 0.841383 1.48 0.06 0.75
S 1.484411 -4.888775 0.106005 -0.22 0.00 -0.68
O 1.535994 -3.644922 -0.602446 -0.05 0.07 -0.15
O 2.702349 -4.821590 1.262137 -0.41 -0.26 0.29
O 2.865703 -3.488662 1.852386 0.15 0.13 -0.02
C 3.164371 -3.685501 3.101529 -0.51 -0.07 -0.17
N 3.330119 -3.830245 4.230521 0.28 0.02 0.17
H 1.228617 -1.799254 3.113244 0.09 -0.11 -0.01
H 0.171662 -0.528256 2.607651 -0.01 0.10 -0.18
H 0.928520 -1.524871 1.358274 0.15 -0.08 -0.01
H -0.951098 -2.839908 0.342680 0.02 -0.01 -0.04
H -2.402251 -3.000179 1.365087 0.05 -0.16 0.13
H -1.752086 -1.436102 0.967535 0.00 0.08 0.14
H 0.827777 -5.390568 2.746457 0.19 0.13 -0.16
H -0.868525 -5.659214 2.491802 0.00 -0.11 -0.12
C 4.380940 0.749054 2.400620 -0.14 -0.18 -0.04
C 3.059410 1.472690 2.297704 -0.03 0.01 0.02
O 2.025884 0.872721 2.105971 0.16 0.11 -0.02
C 3.095945 2.970991 2.442763 -0.39 -0.11 -0.06
H 4.220186 -0.319988 2.277255 -0.01 0.00 0.00
H 5.060149 1.100897 1.622651 0.06 0.09 0.09
H 4.833176 0.932807 3.376211 0.08 0.09 -0.05
H 3.719690 3.409945 1.666936 0.16 0.06 0.14
H 3.493823 3.242499 3.421250 0.18 0.07 -0.08
H 2.084062 3.362293 2.350139 -0.02 -0.04 0.03
C -1.118936 -1.294405 -3.437283 0.11 0.01 0.21
C -2.282591 -1.011989 -2.516353 0.05 -0.03 -0.07
O -2.114430 -0.856207 -1.327025 -0.05 0.04 -0.07
C -3.653024 -0.934548 -3.140146 0.33 -0.14 0.30
H -0.196685 -1.324254 -2.860804 -0.01 0.00 0.01
H -1.260588 -2.256105 -3.933392 -0.04 0.05 -0.11
H -1.043184 -0.511946 -4.194183 -0.06 -0.08 -0.09
H -3.892480 -1.883389 -3.624110 0.01 0.07 -0.14
H -3.685850 -0.137520 -3.881756 -0.04 -0.07 -0.10
H -4.387120 -0.734265 -2.372781 -0.05 0.02 0.04
C -1.558374 -6.450498 -1.242570 0.01 0.04 -0.25
C -2.202317 -6.812909 -2.560205 0.00 -0.01 -0.02
O -1.832553 -6.322422 -3.600465 0.00 0.01 0.01
C -3.330557 -7.816174 -2.513848 0.02 0.05 -0.21
H -0.773374 -5.722308 -1.413025 -0.01 0.04 -0.11
H -2.301129 -6.012189 -0.574274 0.02 -0.11 0.10
H -1.129486 -7.341262 -0.779749 -0.11 0.01 0.12
H -4.142622 -7.438062 -1.890853 0.04 -0.07 0.10
H -2.975234 -8.760566 -2.098565 -0.05 0.02 0.12
H -3.704002 -7.987717 -3.520423 0.01 0.01 -0.01
C 6.254435 6.154655 -0.309074 -0.22 -0.02 0.09
C 6.441906 5.206477 0.849293 -0.01 0.04 -0.04
O 5.509898 4.856877 1.537453 0.08 0.01 -0.01
C 7.844289 4.713881 1.110786 -0.12 -0.11 0.17
H 5.205463 6.430922 -0.388130 0.00 -0.01 0.00
H 6.850604 7.055333 -0.155025 0.10 -0.04 -0.08
H 6.568196 5.676545 -1.238208 0.12 0.06 0.00
H 8.503577 5.557158 1.321190 0.05 0.00 -0.12
H 8.221165 4.178531 0.238041 0.07 0.11 -0.04
H 7.840293 4.042887 1.966558 -0.01 0.00 0.00
C -6.458998 2.666719 -3.052351 0.16 -0.12 -0.09
C -6.925451 1.253965 -2.796504 0.00 -0.02 0.00
O -6.276106 0.298915 -3.155143 -0.26 0.16 -0.06
C -8.238616 1.090996 -2.070488 0.06 -0.21 -0.02
H -5.507146 2.645883 -3.577676 0.00 -0.01 0.00
H -7.191386 3.198438 -3.661646 -0.05 0.06 0.10
H -6.332935 3.195648 -2.106530 -0.11 0.06 -0.01
H -9.041705 1.559677 -2.641238 0.00 0.11 0.08
H -8.183273 1.558511 -1.086235 -0.06 0.10 -0.04
H -8.457392 0.032794 -1.950286 0.01 0.00 0.00
C 1.293697 6.949047 1.544717 0.16 0.11 -0.14
C 0.756827 6.489958 0.210193 0.00 0.00 0.00
O 1.195221 6.921385 -0.830314 0.01 -0.01 0.01
C -0.351674 5.464957 0.239164 0.04 0.03 -0.21
H 2.083347 7.679357 1.384864 0.00 0.00 -0.01
H 0.499066 7.408244 2.134807 -0.02 -0.13 0.07
H 1.704099 6.099577 2.093324 -0.11 -0.01 0.08
H -1.214933 5.862235 0.775413 0.03 -0.07 0.11
H -0.010840 4.556976 0.739631 -0.06 0.03 0.10
H -0.645512 5.220387 -0.778688 0.01 0.00 0.00
```
Positions in Å, forces in eV/Å.

The calculation puts the HOMO-LUMO gap at 7.797 eV. For the molecular weight, the calculation gives 556.7 g mol⁻¹. The LUMO energy is -0.738 eV. For the calculated total energy, the calculation gives -60896.205 eV. Its net charge is 0. For the highest occupied orbital energy, the calculation gives -8.53 eV.

Q: Which value of molecular weight does entry 1 give?
A: 558.4 g mol⁻¹